The molecule C31H31N3O5, computed with the ωB97M-V functional and the def2-TZVPD basis.

Structure (XYZ):
```
70
Properties=species:S:1:pos:R:3:forces:R:3:mulliken_charge:R:1
C -3.514 -3.169 2.030 0.1 -0.1 -0.1 -1.11
C -2.523 -3.623 0.957 -0.1 0.1 0.1 -1.57
C -1.807 -2.453 0.340 -0.2 -0.3 -0.1 0.94
C -2.254 -1.753 -0.709 0.2 -0.1 -0.2 -0.45
C -3.593 -1.925 -1.361 -0.1 -0.1 0.3 -1.35
C -4.427 -0.691 -1.003 0.0 -0.1 -0.2 -0.97
C -3.771 0.615 -1.488 -0.1 0.0 0.0 0.08
C -4.393 1.720 -0.649 0.2 -0.2 -0.4 -0.07
O -5.466 2.241 -0.784 -0.3 0.1 0.0 -0.64
N -3.521 1.962 0.392 0.0 0.2 0.4 0.25
C -3.827 2.847 1.500 0.0 0.2 0.1 -0.62
C -3.395 4.275 1.195 -0.1 -0.2 0.0 -1.12
C -2.306 1.324 0.260 -0.2 -0.1 -0.3 -0.01
O -1.435 1.338 1.090 0.1 0.1 0.2 -0.58
C -2.286 0.709 -1.126 0.1 -0.1 -0.3 -0.42
C -1.504 -0.603 -1.318 0.2 0.4 0.4 0.32
C -0.047 -0.578 -0.840 -0.1 -0.1 -0.6 0.79
C 0.801 -1.527 -1.733 0.1 0.2 0.1 -0.87
C 2.240 -1.562 -1.299 0.0 -0.2 -0.2 -0.28
C 3.183 -0.770 -1.943 0.0 -0.1 0.0 0.01
C 4.507 -0.791 -1.546 0.1 0.0 -0.1 -0.67
C 4.900 -1.588 -0.485 0.1 0.0 -0.1 -0.42
C 3.965 -2.370 0.171 0.0 -0.1 0.1 -1.06
C 2.644 -2.364 -0.238 0.0 0.0 -0.1 0.06
C 0.626 0.792 -0.854 -0.2 -0.3 0.3 -1.33
O 0.612 1.597 -1.753 0.0 0.1 -0.3 -0.72
N 1.269 0.905 0.333 0.1 0.1 0.1 0.93
C 2.008 2.081 0.752 0.1 0.0 0.1 -1.52
C 3.494 1.902 0.581 0.0 0.1 0.0 0.47
C 4.155 2.479 -0.494 0.0 0.0 0.0 -0.22
C 5.525 2.334 -0.631 0.1 0.1 -0.1 -0.81
C 6.241 1.604 0.301 0.1 0.0 0.0 -0.37
C 5.583 1.009 1.364 0.0 0.0 0.1 -0.83
C 4.215 1.156 1.505 0.0 0.1 0.0 -0.13
C 0.961 -0.132 1.221 0.0 0.1 -0.1 -0.23
O 1.364 -0.218 2.340 0.1 0.1 0.4 -0.59
N 0.094 -0.973 0.542 0.1 -0.1 0.1 0.85
C -0.600 -2.034 1.103 0.2 0.3 -0.2 0.60
O -0.284 -2.536 2.152 0.0 -0.1 0.1 -0.62
H -2.991 -2.603 2.797 0.0 0.1 0.1 0.33
H -3.981 -4.032 2.496 -0.1 0.0 0.1 0.43
H -4.294 -2.542 1.603 -0.1 0.1 0.0 0.22
H -3.038 -4.206 0.192 0.1 0.0 0.0 0.49
H -1.774 -4.259 1.432 -0.1 0.0 -0.1 0.42
H -4.106 -2.818 -1.011 0.0 -0.1 0.0 0.57
H -3.480 -1.990 -2.446 0.0 -0.1 0.0 0.44
H -4.534 -0.655 0.085 -0.1 0.0 0.0 0.41
H -5.426 -0.766 -1.434 0.0 0.0 0.1 0.37
H -3.961 0.756 -2.553 0.0 0.1 0.1 0.62
H -3.296 2.464 2.375 -0.1 0.0 -0.1 0.31
H -4.906 2.801 1.666 0.1 -0.1 0.0 0.40
H -3.630 4.917 2.039 0.0 0.1 0.1 0.39
H -3.919 4.646 0.317 0.0 0.1 -0.1 0.32
H -2.324 4.314 1.013 0.1 0.0 0.0 0.30
H -1.806 1.467 -1.760 -0.1 -0.1 0.1 0.82
H -1.481 -0.764 -2.403 0.0 0.0 0.1 0.77
H 0.736 -1.166 -2.761 -0.1 0.0 0.0 0.64
H 0.361 -2.526 -1.675 -0.1 0.0 -0.1 0.62
H 2.876 -0.136 -2.763 0.0 0.1 -0.1 0.34
H 5.232 -0.182 -2.063 0.1 0.1 0.0 0.46
H 5.933 -1.602 -0.174 0.1 0.0 0.0 0.48
H 4.263 -2.991 1.002 0.0 -0.1 0.1 0.41
H 1.926 -2.991 0.270 -0.1 -0.1 0.1 0.41
H 1.648 2.913 0.142 0.0 -0.1 0.1 0.62
H 1.765 2.251 1.804 0.0 0.0 -0.1 0.53
H 3.595 3.048 -1.222 -0.1 0.1 -0.1 0.40
H 6.033 2.795 -1.465 0.0 0.0 -0.1 0.41
H 7.311 1.497 0.198 0.1 0.0 0.0 0.39
H 6.137 0.434 2.091 0.1 -0.1 0.1 0.43
H 3.697 0.693 2.332 -0.1 0.0 0.1 0.48
```
Positions in Å, forces in eV/Å.

Summary:
Charge   0
Max |F|   0.617 eV Å⁻¹
Spin multiplicity   1
SMILES string   CCC1=C2CC[C@H]3C(=O)N(CC)C(=O)[C@H]3[C@H]2[C@@]2(Cc3ccccc3)C(=O)N(Cc3ccccc3)C(=O)N2C1=O
Orbital gap   9.167 eV
LUMO energy   0.2 eV



A structure of composition C27H18N5O5STi, computed with the ωB97M-V functional and the def2-TZVPD basis.

Structure (XYZ):
```
57
Properties=species:S:1:pos:R:3:forces:R:3:mulliken_spin:R:1
Ti -0.699 0.326 0.861 0.4 0.3 -0.3 0.92
O -3.504 3.378 0.011 0.0 0.0 0.0 0.00
C -2.536 2.678 0.234 0.2 0.1 -0.1 0.00
N -2.456 1.329 0.342 -0.5 0.0 0.1 0.00
C -3.432 0.472 -0.107 -0.1 0.0 0.1 0.01
O -4.262 0.664 -0.970 0.0 -0.1 0.0 0.02
C -3.365 -0.857 0.634 -0.1 0.2 0.0 0.02
C -4.457 -1.705 0.664 0.0 0.0 0.0 -0.01
C -4.402 -2.817 1.490 0.0 0.0 0.0 0.01
C -3.266 -3.034 2.256 0.0 0.0 0.0 -0.01
C -2.202 -2.156 2.138 0.1 -0.1 -0.1 0.02
N -2.250 -1.099 1.333 -0.4 -0.2 0.0 -0.01
C -1.184 3.335 0.501 -0.1 -0.1 0.0 0.00
C -1.107 4.709 0.648 0.1 0.0 0.0 0.00
C 0.129 5.274 0.916 0.0 0.0 0.0 0.00
C 1.236 4.448 1.027 0.0 0.0 0.0 -0.01
C 1.072 3.082 0.861 0.0 0.0 0.0 0.03
N -0.113 2.535 0.597 -0.2 0.1 -0.1 0.00
H -5.320 -1.460 0.062 0.0 0.0 0.0 0.00
H -5.240 -3.499 1.547 0.0 0.0 0.0 0.00
H -3.187 -3.881 2.923 0.0 0.0 0.0 0.00
H -1.279 -2.294 2.686 0.0 0.0 0.0 0.01
H -2.017 5.284 0.553 0.0 0.0 0.0 0.00
H 0.227 6.345 1.045 0.0 0.0 0.0 0.00
H 2.219 4.841 1.242 0.0 0.0 0.0 0.00
H 1.903 2.394 0.945 0.0 0.0 0.0 0.00
O 0.803 -0.237 4.481 0.0 0.0 0.0 0.09
C 0.688 -0.018 3.285 0.0 0.0 0.0 -0.02
O -0.431 0.455 2.730 0.3 -0.1 0.6 0.00
C 1.744 -0.246 2.288 0.0 0.0 0.3 0.35
C 3.024 -0.646 2.662 0.0 0.0 -0.1 -0.13
C 4.008 -0.763 1.717 0.0 0.0 0.0 0.31
C 3.704 -0.411 0.358 0.0 0.0 0.0 -0.04
C 4.671 -0.440 -0.651 0.0 0.0 0.0 0.03
C 4.381 -0.061 -1.951 0.0 0.0 0.0 0.03
C 3.095 0.374 -2.255 0.0 0.0 0.0 0.03
C 2.114 0.409 -1.278 0.0 0.0 0.0 0.04
C 2.378 -0.004 0.039 0.0 -0.1 -0.1 0.01
N 1.385 0.014 0.987 0.6 0.0 0.4 0.21
H 3.198 -0.850 3.711 0.0 0.0 0.0 -0.01
H 5.012 -1.079 1.973 0.0 0.0 0.0 0.03
H 5.672 -0.767 -0.390 0.0 0.0 0.0 0.00
H 5.146 -0.098 -2.717 0.0 0.0 0.0 0.01
H 2.851 0.688 -3.263 0.0 0.0 0.0 0.01
H 1.120 0.755 -1.525 0.0 0.0 0.0 0.00
O -0.804 -0.417 -0.928 0.0 -0.4 -0.8 0.02
N -0.618 -1.323 -1.890 0.0 0.1 0.2 0.00
C -1.035 -0.921 -3.117 0.1 0.0 0.0 0.00
C -0.848 -1.686 -4.224 0.0 -0.1 0.0 0.00
C -0.192 -2.923 -4.059 0.0 0.1 -0.1 0.00
C 0.189 -3.324 -2.818 0.0 0.0 0.1 0.00
C -0.053 -2.555 -1.636 0.0 0.1 -0.1 0.00
S 0.304 -3.110 -0.101 0.0 0.1 0.1 0.01
H -1.515 0.047 -3.109 0.0 0.0 0.0 0.00
H -1.198 -1.335 -5.183 0.0 0.0 0.0 0.00
H 0.010 -3.553 -4.916 0.0 0.0 0.0 0.00
H 0.691 -4.268 -2.659 0.0 0.0 0.0 0.00
```
Positions in Å, forces in eV/Å.

Summary:
Charge   -1
Max |F|   0.864 eV Å⁻¹
Spin multiplicity   3
Orbital gap (spin up / spin down)   4.793 / 7.188 eV
LUMO energy (spin up / spin down)   2.4 / 2.4 eV



Asked for ΔE to the lowest compared entry with this formula, charge and spin across the records above, the calculation gives 0.00; 9.89 kJ/mol in order.
Asked for E_tot across the records above, the calculation gives -47361.9942; -79935.4346 eV in order.